i | 19
Properties=species:S:1:pos:R:3 method="wB97M-V/def2-TZVPD" smiles="C=C(C)C/C=C/C" spin_multiplicity=1 charge=0 orbital_gap_ev=9.927
C -2.21 -0.89 -0.83
C -1.63 -0.18 0.14
C -1.73 -0.55 1.61
C -0.67 0.95 -0.17
C 0.78 0.65 0.15
C 1.64 0.28 -0.79
C 3.11 0.09 -0.59
H -3.08 -1.51 -0.60
H -1.82 -0.94 -1.84
H -2.34 -1.43 1.78
H -0.71 -0.74 1.94
H -2.16 0.32 2.12
H -1.03 1.76 0.46
H -0.78 1.29 -1.19
H 1.07 0.74 1.19
H 1.19 0.12 -1.76
H 3.38 0.50 0.37
H 3.63 0.51 -1.45
H 3.36 -0.98 -0.53

=====

ii | 19
Properties=species:S:1:pos:R:3 method="wB97M-V/def2-TZVPD" smiles="C=CC(=C)CCC" spin_multiplicity=1 charge=0 orbital_gap_ev=9.422
C 1.26 1.49 -2.05
C 0.12 1.67 -1.36
C -0.01 1.25 0.06
C -0.91 1.90 0.91
C 0.62 -0.12 0.60
C -0.64 -1.22 0.70
C -0.37 -2.73 0.65
H 2.07 0.84 -1.71
H 1.34 1.68 -3.10
H -0.72 2.30 -1.78
H -1.23 1.39 1.81
H -1.11 2.95 0.51
H 1.08 -0.16 1.60
H 1.56 -0.16 0.05
H -1.21 -0.86 1.59
H -1.12 -0.88 -0.24
H -1.27 -3.32 0.45
H 0.29 -2.85 -0.17
H 0.25 -3.16 1.47

=====

List of relative energies, unit kJ/mol: i 0.0; ii 145.4

=====

i | 19
Properties=species:S:1:pos:R:3 method="wB97M-V/def2-TZVPD" smiles=C[C@H]1[C@H]2CCC[C@@H]12 spin_multiplicity=1 charge=0 orbital_gap_ev=9.589
C -2.12 -0.49 0.82
C -1.30 -0.54 -0.47
C -0.27 0.43 -1.24
C 1.07 1.09 -1.05
C 1.46 0.94 0.41
C 0.96 -0.50 0.66
C 0.14 -0.87 -0.60
H -3.03 0.10 0.66
H -2.45 -1.50 1.10
H -1.59 -0.07 1.67
H -1.94 -0.85 -1.30
H -0.56 0.42 -2.29
H 1.75 0.07 -1.58
H 1.25 2.06 -1.54
H 2.55 1.03 0.51
H 1.02 1.68 1.09
H 0.41 -0.59 1.61
H 1.80 -1.19 0.72
H 0.93 -1.26 -1.34

=====

ii | 19
Properties=species:S:1:pos:R:3 method="wB97M-V/def2-TZVPD" smiles="C=CC(=C)CCC" spin_multiplicity=1 charge=0 orbital_gap_ev=9.671
C -1.21 -1.57 1.97
C -1.04 -0.88 0.87
C -0.03 0.17 0.68
C 0.95 0.45 1.56
C -0.21 1.17 -0.47
C -0.06 0.60 -1.86
C 1.35 0.03 -2.19
H -0.57 -1.43 2.84
H -1.93 -2.36 2.15
H -1.76 -0.95 0.05
H 1.60 1.27 1.27
H 1.09 -0.05 2.50
H -1.25 1.51 -0.38
H 0.45 2.03 -0.33
H -0.35 1.32 -2.63
H -0.77 -0.22 -2.05
H 1.92 0.82 -2.69
H 1.37 -0.82 -2.87
H 1.77 -0.22 -1.22

=====

iii | 19
Properties=species:S:1:pos:R:3 method="wB97M-V/def2-TZVPD" smiles=CC#CCCCC spin_multiplicity=1 charge=0 orbital_gap_ev=10.231
C -1.64 3.03 -0.23
C -2.04 1.71 -0.73
C -1.72 0.61 -1.10
C -0.59 -0.32 -1.24
C -0.22 -1.08 0.05
C 1.30 -1.08 0.19
C 1.81 -1.89 1.37
H -2.39 3.68 0.22
H -1.14 3.56 -1.05
H -0.88 2.81 0.53
H 0.20 0.42 -1.43
H -0.58 -0.98 -2.12
H -0.67 -0.59 0.93
H -0.60 -2.11 0.05
H 1.61 -0.03 0.29
H 1.73 -1.44 -0.75
H 1.42 -1.50 2.32
H 1.50 -2.94 1.29
H 2.90 -1.86 1.42

=====

iv | 19
Properties=species:S:1:pos:R:3 method="wB97M-V/def2-TZVPD" smiles="C[C@@H]1C=C[C@H](C)C1" spin_multiplicity=1 charge=0 orbital_gap_ev=10.311
C 2.01 0.34 1.31
C 1.24 -0.48 0.27
C 1.16 0.31 -1.01
C -0.08 0.49 -1.42
C -1.06 -0.40 -0.66
C -2.46 0.17 -0.43
C -0.25 -0.67 0.63
H 1.52 1.31 1.44
H 2.03 -0.17 2.28
H 3.04 0.52 0.99
H 1.75 -1.45 0.12
H 2.03 0.76 -1.48
H -0.31 1.25 -2.16
H -1.18 -1.35 -1.21
H -2.41 1.16 0.02
H -3.03 -0.48 0.25
H -3.02 0.24 -1.37
H -0.46 -1.65 1.07
H -0.54 0.09 1.37

=====

List of relative energies, unit kJ/mol: i 345.6; ii 102.0; iii 204.4; iv 0.0

=====

i | 19
Properties=species:S:1:pos:R:3 method="wB97M-V/def2-TZVPD" smiles=C[C@H]1[C@H]2CCC[C@@H]12 spin_multiplicity=1 charge=0 orbital_gap_ev=10.828
C 0.51 -1.70 1.01
C 1.11 -0.33 0.78
C 1.08 0.57 -0.45
C 0.10 0.40 -1.60
C -1.26 0.10 -0.93
C -1.18 0.85 0.42
C 0.30 0.94 0.79
H 0.93 -2.47 0.34
H 0.73 -2.01 2.04
H -0.58 -1.72 0.90
H 2.07 -0.22 1.28
H 2.01 1.08 -0.68
H 0.04 1.37 -2.11
H 0.40 -0.35 -2.34
H -2.12 0.44 -1.52
H -1.38 -0.98 -0.80
H -1.83 0.39 1.17
H -1.55 1.87 0.26
H 0.61 1.76 1.43

=====

ii | 19
Properties=species:S:1:pos:R:3 method="wB97M-V/def2-TZVPD" spin_multiplicity=1 charge=0 orbital_gap_ev=8.588
C 0.79 1.61 1.92
C -0.32 0.85 1.25
C -0.32 0.99 -0.27
C -0.20 -0.47 -0.65
C -1.35 -1.25 -1.22
C -0.10 -1.02 -2.03
C 0.55 -0.99 0.55
H 0.41 2.64 1.92
H 1.76 1.64 1.39
H 0.94 1.32 2.97
H -0.13 -0.46 1.45
H -1.23 1.48 -0.64
H 0.55 1.55 -0.66
H -2.24 -0.69 -1.49
H -1.54 -2.25 -0.83
H -0.14 -0.32 -2.86
H 0.57 -1.87 -2.20
H 1.60 -0.71 0.58
H 0.41 -2.05 0.82

=====

iii | 19
Properties=species:S:1:pos:R:3 method="wB97M-V/def2-TZVPD" smiles=CC[C@H]1C[C@H]2C[C@@H]12 spin_multiplicity=1 charge=0 orbital_gap_ev=10.735
C 2.45 0.35 -0.61
C 1.12 -0.40 -0.73
C 0.25 -0.22 0.51
C -0.55 1.11 0.60
C -1.85 0.31 0.76
C -2.06 -0.60 -0.41
C -1.07 -0.99 0.65
H 3.03 0.29 -1.53
H 3.06 -0.06 0.20
H 2.28 1.41 -0.39
H 0.58 -0.03 -1.61
H 1.31 -1.47 -0.92
H 0.85 -0.37 1.41
H -0.50 1.77 -0.28
H -0.30 1.70 1.49
H -2.66 0.56 1.43
H -3.00 -1.16 -0.39
H -1.73 -0.33 -1.41
H -1.21 -1.89 1.24

=====

iv | 19
Properties=species:S:1:pos:R:3 method="wB97M-V/def2-TZVPD" spin_multiplicity=1 charge=0 orbital_gap_ev=8.750
C -2.94 0.44 0.21
C -2.51 -0.69 -0.62
C 0.12 -0.15 -0.84
C 1.33 -0.03 0.00
C 2.73 -0.48 -0.04
C 2.39 0.98 0.22
C 0.08 -0.43 0.67
H -4.04 0.31 0.09
H -2.72 1.42 -0.23
H -2.73 0.45 1.29
H -2.39 -1.56 0.07
H 0.04 -1.00 -1.51
H -0.34 0.76 -1.20
H 3.16 -0.74 -1.01
H 3.11 -1.07 0.79
H 2.59 1.70 -0.57
H 2.54 1.36 1.23
H -0.42 0.30 1.31
H -0.03 -1.47 0.99

=====

List of relative energies, unit kJ/mol: i 0.0; ii 406.1; iii 80.0; iv 528.7

=====

i | 19
Properties=species:S:1:pos:R:3 method="wB97M-V/def2-TZVPD" spin_multiplicity=1 charge=0 orbital_gap_ev="7.454 / 8.999"
C -2.54 0.31 0.09
C -1.31 -0.49 -0.20
C -0.27 -0.03 -1.13
C 0.89 0.04 -0.11
C 2.21 -0.68 -0.32
C 2.16 0.77 -0.02
C 0.36 0.06 1.29
H -3.29 0.14 -0.69
H -2.32 1.39 0.09
H -2.99 0.05 1.05
H -1.35 -1.56 0.02
H -0.03 -0.75 -1.93
H -0.50 0.94 -1.58
H 2.36 -1.00 -1.36
H 2.60 -1.38 0.42
H 2.63 1.60 -0.54
H 1.48 0.57 1.57
H -0.31 0.88 1.53
H 0.22 -0.87 1.84

=====

ii | 19
Properties=species:S:1:pos:R:3 method="wB97M-V/def2-TZVPD" smiles=CC[C@H]1C[C@H]2C[C@@H]12 spin_multiplicity=1 charge=0 orbital_gap_ev=10.466
C 0.13 -1.32 -1.58
C -0.28 0.30 -1.43
C -0.64 0.93 -0.04
C -1.10 -0.13 0.99
C 0.18 0.10 1.78
C 1.40 0.07 0.89
C 0.54 1.28 0.91
H 0.05 -1.53 -2.65
H -0.65 -1.91 -1.10
H 1.05 -1.90 -1.31
H 0.36 1.03 -1.95
H -1.21 0.27 -2.01
H -1.31 1.79 -0.13
H -1.26 -1.13 0.59
H -2.00 0.17 1.55
H 0.24 0.04 2.86
H 2.36 0.16 1.39
H 1.33 -0.51 -0.06
H 0.81 2.27 1.28

=====

iii | 19
Properties=species:S:1:pos:R:3 method="wB97M-V/def2-TZVPD" spin_multiplicity=1 charge=0 orbital_gap_ev=8.723
C -2.50 -1.80 0.42
C -1.07 -1.56 -0.04
C -0.52 -0.23 0.23
C 0.93 -0.25 0.48
C 1.69 1.01 0.10
C 1.35 1.65 -1.22
C 0.97 2.33 0.07
H -2.91 -2.73 0.02
H -3.14 -0.97 0.12
H -2.54 -1.87 1.52
H -0.41 -2.42 0.19
H -1.06 -1.47 -1.15
H -0.08 2.30 0.34
H 1.47 -1.16 0.16
H 0.86 -0.32 1.59
H 2.74 1.02 0.40
H 2.16 2.07 -1.82
H 0.55 1.19 -1.79
H 1.52 3.22 0.36

=====

iv | 19
Properties=species:S:1:pos:R:3 method="wB97M-V/def2-TZVPD" smiles="CC1C=C1.C=CC" spin_multiplicity=1 charge=0 orbital_gap_ev=10.309
C -1.97 -0.25 0.73
C -1.73 -0.74 -0.70
C -0.48 -0.55 -1.51
C -0.68 -1.76 -1.08
H -2.31 0.79 0.75
H -2.77 -0.85 1.18
H -1.09 -0.33 1.38
H -2.67 -0.75 -1.25
H 0.11 0.13 -2.10
H -0.38 -2.79 -1.04
C 1.49 1.74 -0.61
C 1.15 1.14 0.52
C 1.82 -0.07 1.11
H 2.31 1.37 -1.24
H 0.95 2.60 -0.99
H 0.28 1.51 1.07
H 2.36 0.17 2.03
H 1.08 -0.84 1.36
H 2.53 -0.51 0.40

=====

List of relative energies, unit kJ/mol: i 362.4; ii 0.0; iii 142.0; iv 78.5

=====

i | 19
Properties=species:S:1:pos:R:3 method="wB97M-V/def2-TZVPD" smiles="C[C@@H]1C=C[C@H](C)C1" spin_multiplicity=1 charge=0 orbital_gap_ev=10.323
C 2.17 0.64 -0.71
C 1.15 -0.48 -0.47
C 0.03 -0.52 -1.48
C -1.17 -0.58 -0.91
C -1.11 -0.51 0.59
C -1.95 0.65 1.13
C 0.41 -0.35 0.88
H 1.70 1.62 -0.61
H 2.98 0.58 0.03
H 2.63 0.57 -1.70
H 1.69 -1.43 -0.52
H 0.21 -0.53 -2.55
H -2.12 -0.64 -1.44
H -1.49 -1.44 1.03
H -1.62 1.59 0.68
H -1.87 0.75 2.22
H -3.01 0.52 0.89
H 0.76 -1.09 1.60
H 0.60 0.63 1.32

=====

ii | 19
Properties=species:S:1:pos:R:3 method="wB97M-V/def2-TZVPD" spin_multiplicity=1 charge=0 orbital_gap_ev=8.164
C 2.88 1.66 0.39
C 1.99 0.85 -0.55
C 0.85 0.15 0.18
C -0.02 -0.71 -0.68
C -1.32 -1.13 -0.29
C -2.31 -1.55 0.32
C -3.75 -1.39 0.53
H 2.31 2.44 0.91
H 3.33 1.02 1.15
H 3.69 2.15 -0.16
H 1.57 1.50 -1.32
H 2.59 0.09 -1.07
H 0.23 0.90 0.70
H 1.25 -0.49 0.99
H -1.29 -0.29 -1.32
H 0.42 -1.14 -1.58
H -3.96 -1.05 1.56
H -4.26 -2.34 0.41
H -4.21 -0.67 -0.16

=====

List of relative energies, unit kJ/mol: i 0.0; ii 417.2

=====

i | 13
Properties=species:S:1:pos:R:3 method="wB97M-V/def2-TZVPD" spin_multiplicity=1 charge=+1 orbital_gap_ev=8.217
C 1.55 -1.14 0.04
C 0.16 -1.53 0.21
C 0.31 0.90 -0.33
C -1.90 -0.02 0.64
C 1.69 0.19 -0.39
N -0.60 -0.17 -0.02
O -1.75 -0.23 -0.73
H 2.19 -1.93 0.01
H 0.36 1.84 0.18
H -0.11 1.25 -1.28
H -2.36 -0.97 1.18
H -2.16 0.98 1.04
H 2.61 0.84 -0.55

=====

ii | 13
Properties=species:S:1:pos:R:3 method="wB97M-V/def2-TZVPD" spin_multiplicity=1 charge=+1 orbital_gap_ev="7.660 / 7.664"
C 0.57 -1.12 0.45
C 0.91 -0.08 1.30
C -0.19 -0.59 -0.58
C 0.33 1.20 0.86
C -0.44 0.83 -0.45
N -0.93 -2.06 -2.17
O -1.85 -1.74 -2.77
H 1.02 -2.09 0.64
H 1.49 -0.10 2.12
H -0.34 1.61 1.59
H 1.19 1.69 0.62
H -0.19 1.32 -1.33
H -1.57 1.14 -0.29

=====

List of relative energies, unit kJ/mol: i 119.7; ii 0.0